Entry from OMol25: 2 unconnected molecules or ions with the total composition CCl3F2N (ωB97M-V/def2-TZVPD).

## Properties
Energy above the lowest of the compared OMol25 structures with the same formula, charge and spin ... 3.77 kcal/mol
SMILES string ... F/N=C(/F)Cl.ClCl
HOMO ... -11.06 eV
LUMO ... -1.44 eV
Kohn-Sham gap ... 0.353 Eh
Multiplicity ... 1

The geometry in XYZ format:
```
7
Properties=species:S:1:pos:R:3:forces:R:3
F -0.5337 -0.1637 -2.0776 0.840 0.044 1.197
N 0.6864 -0.5862 -1.5166 0.193 0.507 0.439
C 1.1120 0.1212 -0.5266 -0.360 -0.558 -2.142
F 2.3552 -0.1600 -0.1664 -0.628 0.011 0.382
Cl 0.4069 1.4600 0.2096 0.045 0.012 0.010
Cl -2.2162 -1.1808 1.5148 0.207 0.713 0.389
Cl -1.8106 0.5096 2.5628 -0.297 -0.730 -0.274
```
Forces are in eV/Å.

Entry from OMol25: 2 unconnected molecules or ions with the total composition CCl3NO3 (ωB97M-V/def2-TZVPD).

## Properties
Energy above the lowest of the compared OMol25 structures with the same formula, charge and spin ... 43.29 kcal/mol
HOMO (spin up / spin down) ... -11.56 / -10.95 eV
LUMO (spin up / spin down) ... -2.19 / -4.94 eV
Kohn-Sham gap (spin up / spin down) ... 0.344 / 0.221 Eh
Multiplicity ... 1

The geometry in XYZ format:
```
8
Properties=species:S:1:pos:R:3:forces:R:3
N 1.4436 0.8612 -1.2611 2.474 0.158 1.154
O 1.8453 1.9665 -0.9810 -0.953 -1.799 -0.765
C -0.8500 -0.4232 0.5208 0.621 -2.437 0.439
O -0.4069 0.6025 0.0174 -1.608 0.177 0.706
O 1.8642 -0.2373 -0.9689 -0.737 1.624 -0.809
Cl -2.6680 0.2568 1.2731 0.935 -0.014 -0.440
Cl -1.2940 -1.8686 -0.5904 0.237 1.475 0.952
Cl 0.0657 -1.1580 1.9900 -0.968 0.816 -1.236
```
Forces are in eV/Å.

Entry from OMol25: a molecular structure, CCl4N6O21Zr2 (ωB97M-V/def2-TZVPD).

## Properties
HOMO ... 1.72 eV
Net charge ... -4
LUMO ... 3.77 eV
Kohn-Sham gap ... 0.076 Eh
Multiplicity ... 1

The geometry in XYZ format:
```
34
Properties=species:S:1:pos:R:3:forces:R:3
Zr -3.7579 -4.8739 -0.6323 2.562 3.101 3.100
Zr -0.0969 0.8137 -0.1141 1.490 -0.237 0.870
C -0.5697 -4.3091 0.4050 4.459 -1.655 0.723
O 0.2055 -4.2044 -0.5683 -0.187 0.738 0.417
O -1.8065 -4.4948 0.1659 -6.937 -1.122 -1.913
O -0.1555 -4.5450 1.5936 -0.630 0.971 -0.663
Cl -5.0854 -3.2041 0.5775 0.891 -1.792 -1.361
Cl 1.3045 -2.4426 3.6117 -0.036 -0.293 -0.272
Cl -2.3348 1.4867 -1.3686 1.985 -0.330 0.976
Cl -1.4823 -1.0381 0.9777 1.080 1.103 -0.754
N -5.1829 1.3480 0.7086 -2.801 -1.268 3.906
O -4.5956 1.6344 1.7733 1.130 0.488 -0.754
O -5.4325 2.2023 -0.1321 0.311 -0.062 -1.298
O -5.8265 0.2124 0.7745 0.819 0.883 -1.766
N 2.6849 2.4353 -0.7297 2.080 1.955 2.362
O 3.0069 2.8624 0.3714 0.837 0.481 0.943
O 1.6036 1.9131 -0.8263 -7.013 -2.664 -0.181
O 3.3070 2.5398 -1.7187 3.084 0.794 -2.760
N -0.0138 3.0871 2.3961 6.489 -0.639 6.592
O 0.8854 2.5009 3.1041 -1.588 1.013 -0.511
O -0.3841 2.4097 1.4722 -3.483 -1.288 -5.394
O -0.2998 4.2294 2.7487 -1.853 0.310 -1.902
N 2.7189 0.2299 1.8261 0.445 1.834 -3.363
O 3.5987 -0.2652 1.0872 -0.904 -0.824 0.502
O 2.9887 0.8572 2.7932 0.400 -0.222 2.345
O 1.5199 0.3586 1.3435 -0.885 -0.892 0.310
N 0.8856 0.7735 -4.0255 5.518 -0.518 0.485
O 0.2500 0.6398 -2.9936 -3.727 -1.637 -0.254
O 1.9081 1.5036 -3.7980 -0.788 0.251 -2.657
O 0.8636 0.0291 -5.1021 -1.417 1.716 2.077
N 2.4831 -1.1717 -1.3651 -5.044 -0.333 -1.813
O 3.1138 -0.4097 -1.9787 4.954 0.797 -1.222
O 1.3952 -0.7302 -0.9766 -4.780 2.517 3.276
O 2.3013 -2.3777 -1.4007 3.538 -3.176 -0.046
```
Forces are in eV/Å.

Entry from OMol25: CClFN2O in the gas phase (ωB97M-V/def2-TZVPD).

## Properties
Energy above the lowest of the compared OMol25 structures with the same formula, charge and spin ... 66.66 kcal/mol
HOMO ... -10.19 eV
LUMO ... -1.70 eV
Kohn-Sham gap ... 0.312 Eh
Multiplicity ... 1

The geometry in XYZ format:
```
6
Properties=species:S:1:pos:R:3:forces:R:3
C 0.7522 -0.3667 0.0275 0.444 0.181 1.711
N 0.2867 -1.4323 0.3433 0.788 -1.895 0.450
N 0.7605 0.7598 -0.4670 0.691 1.096 -2.449
O -1.4161 0.2206 -0.3609 -2.527 2.386 -1.000
F 1.2193 1.8970 0.1365 -0.308 -0.983 0.786
Cl -1.6026 -1.0785 0.3207 0.912 -0.785 0.503
```
Forces are in eV/Å.

Entry from OMol25: a molecular structure, CClFN2O3 (ωB97M-V/def2-TZVPD).

## Properties
Energy above the lowest of the compared OMol25 structures with the same formula, charge and spin ... 7.07 kcal/mol
HOMO ... -10.17 eV
LUMO ... -1.32 eV
Kohn-Sham gap ... 0.325 Eh
Multiplicity ... 1

The geometry in XYZ format:
```
8
Properties=species:S:1:pos:R:3:forces:R:3
C -0.2707 0.2898 -0.1821 -1.242 -0.023 0.135
N -0.2773 0.7123 1.6443 -0.515 -1.091 -1.582
N 0.2071 -1.1520 -0.4875 -0.475 2.162 0.544
O 0.3923 1.6082 1.8303 0.486 0.581 0.088
O 1.3234 -1.1184 -0.9217 0.727 -2.317 -0.098
O -0.5616 -2.0456 -0.2533 0.488 -0.308 -0.123
F -1.5718 0.3426 -0.5933 1.051 0.173 0.709
Cl 0.7585 1.3630 -1.0368 -0.521 0.822 0.328
```
Forces are in eV/Å.

Entry from OMol25: 2 unconnected molecules or ions with the total composition CClFO (ωB97M-V/def2-TZVPD).

## Properties
Energy above the lowest of the compared OMol25 structures with the same formula, charge and spin ... 37.33 kcal/mol
HOMO ... -12.46 eV
LUMO ... -0.37 eV
Kohn-Sham gap ... 0.444 Eh
Multiplicity ... 1

The geometry in XYZ format:
```
4
Properties=species:S:1:pos:R:3:forces:R:3
C 0.0369 0.2767 -0.0173 2.214 -2.977 0.358
O 0.7150 1.2099 0.0196 -0.603 -0.935 -0.163
F 0.8240 -1.3667 0.0087 -1.740 3.829 -0.113
Cl -1.5759 -0.1198 -0.0109 0.129 0.083 -0.082
```
Forces are in eV/Å.

Entry from OMol25: CClFO in the gas phase (ωB97M-V/def2-TZVPD).

## Properties
Energy above the lowest of the compared OMol25 structures with the same formula, charge and spin ... 168.15 kcal/mol
HOMO ... -9.79 eV
LUMO ... -0.97 eV
Kohn-Sham gap ... 0.324 Eh
Multiplicity ... 1

The geometry in XYZ format:
```
4
Properties=species:S:1:pos:R:3:forces:R:3
C -0.8030 -0.8462 -0.3189 -7.092 2.443 2.193
O 1.0386 0.9958 0.6846 -1.191 -0.084 -0.709
F 0.2717 -1.0337 -0.6787 8.147 -3.383 -2.948
Cl -0.5074 0.8842 0.3131 0.136 1.024 1.464
```
Forces are in eV/Å.

Entry from OMol25: CClFOS in the gas phase (ωB97M-V/def2-TZVPD).

## Properties
Energy above the lowest of the compared OMol25 structures with the same formula, charge and spin ... 12.11 kcal/mol
SMILES string ... O=C(F)SCl
HOMO ... -9.92 eV
LUMO ... -0.55 eV
Kohn-Sham gap ... 0.344 Eh
Multiplicity ... 1

The geometry in XYZ format:
```
5
Properties=species:S:1:pos:R:3:forces:R:3
O 1.4766 0.6103 -0.0774 -0.193 0.076 -0.068
C 0.4197 0.1310 -0.0234 -3.381 0.915 0.330
F 0.0830 -1.1328 0.0773 0.685 -0.229 -0.096
S -1.5290 1.0811 0.0467 2.238 -1.492 -0.209
Cl -2.7879 -0.5499 -0.0349 0.651 0.729 0.043
```
Forces are in eV/Å.

Entry from OMol25: CClFOS in the gas phase (ωB97M-V/def2-TZVPD).

## Properties
Energy above the lowest of the compared OMol25 structures with the same formula, charge and spin ... 17.09 kcal/mol
SMILES string ... O=C(F)SCl
HOMO ... -9.94 eV
LUMO ... -0.88 eV
Kohn-Sham gap ... 0.333 Eh
Multiplicity ... 1

The geometry in XYZ format:
```
5
Properties=species:S:1:pos:R:3:forces:R:3
O 1.7475 0.6835 -0.2982 -0.884 -1.552 0.959
C 0.8347 0.0286 0.0655 -1.586 1.311 -1.005
F 0.7745 -1.3330 0.2397 -0.041 2.425 -0.101
S -1.0639 1.1122 0.1307 2.392 -2.651 0.019
Cl -2.2927 -0.4913 -0.1377 0.120 0.468 0.128
```
Forces are in eV/Å.

Entry from OMol25: CClFOS in the gas phase (ωB97M-V/def2-TZVPD).

## Properties
Energy above the lowest of the compared OMol25 structures with the same formula, charge and spin ... 94.13 kcal/mol
HOMO (spin up / spin down) ... -9.66 / -9.66 eV
LUMO (spin up / spin down) ... -0.45 / -0.45 eV
Kohn-Sham gap (spin up / spin down) ... 0.338 / 0.338 Eh
Multiplicity ... 1

The geometry in XYZ format:
```
5
Properties=species:S:1:pos:R:3:forces:R:3
C -0.8946 0.1076 0.5154 0.828 0.664 0.843
O -0.1112 0.5416 -0.6410 -0.800 2.497 -0.100
F 2.2650 -0.4158 0.2850 -1.848 0.595 -0.442
S 0.7653 -0.6868 -0.4095 2.467 -3.313 0.152
Cl -2.3966 -0.4182 -0.0870 -0.647 -0.443 -0.453
```
Forces are in eV/Å.

Entry from OMol25: a molecular structure, CClI3 (ωB97M-V/def2-TZVPD).

## Properties
Energy above the lowest of the compared OMol25 structures with the same formula, charge and spin ... 0.04 kcal/mol
HOMO ... -8.95 eV
LUMO ... -1.73 eV
Kohn-Sham gap ... 0.265 Eh
Multiplicity ... 1

The geometry in XYZ format:
```
5
Properties=species:S:1:pos:R:3:forces:R:3
C -0.1639 0.5528 -1.3674 0.130 -1.140 -0.490
Cl -0.8252 1.7999 -0.5192 -0.207 0.957 0.379
I -0.9646 -2.8070 1.7712 0.074 0.158 0.016
I 1.6796 0.9842 -2.2524 0.040 0.210 0.076
I 0.2741 -0.5298 2.3678 -0.037 -0.185 0.019
```
Forces are in eV/Å.

Entry from OMol25: CClN3O2 in the gas phase (ωB97M-V/def2-TZVPD).

## Properties
Energy above the lowest of the compared OMol25 structures with the same formula, charge and spin ... 24.97 kcal/mol
SMILES string ... N#CN(Cl)[N+](=O)[O-]
HOMO ... -11.59 eV
LUMO ... -3.55 eV
Kohn-Sham gap ... 0.295 Eh
Multiplicity ... 1

The geometry in XYZ format:
```
7
Properties=species:S:1:pos:R:3:forces:R:3
N -1.1373 -2.2543 0.0704 -0.405 -0.787 0.077
C -0.4878 -1.3127 -0.0204 -0.419 0.167 0.273
N 0.2221 -0.2324 -0.1691 5.236 -0.378 -0.248
Cl 2.2777 -0.4153 0.1123 -3.732 0.092 -0.432
N -0.1804 1.0859 -0.0232 -0.454 0.427 0.394
O -1.3681 1.2287 -0.0463 -0.784 -0.104 -0.068
O 0.6738 1.9001 0.0764 0.558 0.583 0.004
```
Forces are in eV/Å.